# 1
Molecular formula: C4H11N3O2
Method: DFT, ωB97M-V/def2-TZVPD

Computed properties:
HOMO (eV): -8.924
LUMO energy (eV): 0.8
Energy relative to the best compared isomer or geometry (same formula, charge and spin) (eV): 2.289
SMILES: [H]/N=C(/N)NC.CC(=O)O
Multiplicity: 1
Charge: 0
HOMO-LUMO gap (eV): 9.68

```
20
Properties=species:S:1:pos:R:3:lowdin_charge:R:1
C -0.51 -2.99 -2.59 0.006
C -0.46 -1.65 -1.97 -0.582
O -1.43 -1.16 -1.46 0.054
O 0.75 -1.05 -1.90 0.052
H 0.34 -3.49 -3.00 0.068
H -1.44 -3.35 -2.96 0.072
H -0.62 -3.78 -1.71 0.139
C 0.81 1.47 2.88 -0.131
C 0.14 1.53 0.58 -0.515
N -0.96 0.82 0.43 0.138
N 0.33 2.34 1.78 -0.054
N 0.96 1.65 -0.54 0.066
H -1.83 0.84 0.96 0.121
H -1.08 0.18 -0.44 0.093
H -0.53 2.82 2.01 0.094
H 1.85 2.04 -0.29 0.019
H 0.78 -0.11 -1.39 0.116
H 0.16 1.41 3.78 0.068
H 1.78 1.98 3.41 0.115
H 0.96 0.50 2.43 0.060
```

---

# 2
Molecular formula: C2H4F3P
Method: DFT, ωB97M-V/def2-TZVPD

Computed properties:
HOMO (alpha / beta) (eV): -9.156 / -8.000
LUMO energy (alpha / beta) (eV): 0.0 / 0.1
Energy relative to the best compared isomer or geometry (same formula, charge and spin) (eV): 5.676
Multiplicity: 1
Charge: 0
HOMO-LUMO gap (alpha / beta) (eV): 9.19 / 8.10

```
10
Properties=species:S:1:pos:R:3:lowdin_charge:R:1
C -1.75 0.11 -0.21 -0.230
C 1.04 -0.73 -0.24 -0.595
F -2.17 -1.06 0.20 0.058
F -1.91 0.99 0.79 0.034
F 0.68 -1.86 0.19 -0.021
P 1.95 0.32 0.82 0.782
H -2.28 0.37 -1.10 0.105
H 1.13 -0.72 -1.40 0.099
H 1.17 1.46 1.21 -0.108
H 2.14 1.11 -0.27 -0.124
```

---

# 3
Molecular formula: C2HO3S2
Method: DFT, ωB97M-V/def2-TZVPD

Computed properties:
HOMO (eV): -4.321
LUMO energy (eV): 3.2
Energy relative to the best compared isomer or geometry (same formula, charge and spin) (eV): 0.845
SMILES: O=C([O-])C1(O)SS1
Multiplicity: 1
Charge: -1
HOMO-LUMO gap (eV): 7.56

```
8
Properties=species:S:1:pos:R:3:lowdin_charge:R:1
C 1.02 -0.31 0.58 -0.760
C -0.27 0.33 -0.23 -1.026
O 1.21 -1.50 0.35 -0.029
O 1.49 0.52 1.33 -0.049
O -0.92 -0.73 -0.97 -0.146
S -1.48 1.38 0.70 0.463
S -0.38 1.92 -1.01 0.504
H -0.67 -1.61 -0.76 0.043
```

---

# 4
Molecular formula: C19H46BNO17P2S3
Method: DFT, ωB97M-V/def2-TZVPD

Computed properties:
HOMO (eV): -9.837
LUMO energy (eV): -0.5
SMILES: NB(O)[C@]1(CCCS(=O)(=O)O)OS(=O)(=O)O[C@@]1(S)CCO.CCOP(=O)(OCC)OCC.CCOP(=O)(OCC)OCC
Multiplicity: 1
Charge: 0
HOMO-LUMO gap (eV): 9.34

```
89
Properties=species:S:1:pos:R:3:lowdin_charge:R:1
N 1.85 -5.95 -2.53 0.162
B 2.57 -4.68 -2.66 -0.532
O 3.73 -4.46 -1.94 0.125
C 1.93 -3.59 -3.67 -0.315
C 0.67 -2.85 -3.20 -0.116
C -0.38 -3.70 -2.48 -0.183
C -1.42 -2.81 -1.75 -0.215
S -2.30 -1.68 -2.79 0.580
O -3.39 -1.18 -2.01 -0.275
O -1.41 -0.67 -3.28 -0.260
O -2.93 -2.52 -3.96 -0.118
O 1.51 -4.30 -4.89 -0.168
S 1.60 -3.37 -6.17 0.581
O 2.40 -3.92 -7.20 -0.215
O 0.29 -2.96 -6.55 -0.223
O 2.30 -2.10 -5.45 -0.166
C 2.92 -2.56 -4.26 -0.645
S 4.39 -3.60 -4.90 0.907
C 3.55 -1.50 -3.37 -0.126
C 2.75 -0.19 -3.24 -0.191
O 2.68 0.22 -1.87 -0.078
H 2.57 -6.68 -2.54 0.091
H 1.50 -6.01 -1.57 0.081
H 3.67 -3.81 -1.24 0.113
H 0.91 -1.99 -2.56 0.120
H 0.19 -2.42 -4.08 0.102
H 0.04 -4.32 -1.70 0.104
H -0.89 -4.37 -3.17 0.130
H -2.14 -3.46 -1.26 0.115
H -0.88 -2.20 -1.02 0.118
H -2.24 -2.79 -4.60 0.101
H 5.12 -3.60 -3.78 -0.103
H 4.52 -1.27 -3.80 0.106
H 3.73 -1.93 -2.39 0.117
H 3.26 0.63 -3.74 0.126
H 1.72 -0.28 -3.60 0.115
H 2.39 -0.52 -1.33 0.079
O -6.70 2.52 1.48 -0.217
P -6.75 1.44 2.47 0.416
O -5.80 1.74 3.72 -0.177
C -6.03 2.88 4.55 -0.268
C -7.28 2.75 5.40 -0.083
O -5.96 0.19 1.83 -0.212
C -5.54 0.19 0.46 -0.271
C -4.09 0.59 0.33 -0.079
O -7.90 0.62 3.17 -0.186
C -8.55 -0.50 2.53 -0.246
C -7.99 -1.80 3.06 -0.070
H -6.08 3.78 3.92 0.114
H -5.16 2.97 5.19 0.116
H -8.18 2.74 4.78 0.069
H -7.36 3.58 6.09 0.078
H -7.26 1.82 5.96 0.082
H -6.18 0.82 -0.15 0.110
H -5.67 -0.84 0.10 0.117
H -3.89 1.53 0.86 0.081
H -3.82 0.72 -0.72 0.058
H -3.44 -0.17 0.76 0.075
H -8.46 -0.44 1.45 0.117
H -9.61 -0.43 2.78 0.118
H -6.92 -1.87 2.91 0.072
H -8.47 -2.65 2.56 0.081
H -8.17 -1.88 4.13 0.080
O 4.79 1.09 1.92 -0.226
P 4.62 2.54 1.77 0.418
O 5.26 3.08 0.42 -0.171
C 4.75 2.61 -0.84 -0.263
C 3.36 3.12 -1.15 -0.085
O 5.64 3.22 2.83 -0.212
C 6.34 2.46 3.80 -0.285
C 7.74 2.13 3.33 -0.072
O 3.42 3.54 1.97 -0.181
C 3.02 4.04 3.26 -0.244
C 3.55 5.44 3.47 -0.068
H 4.76 1.51 -0.85 0.100
H 5.45 2.95 -1.60 0.119
H 2.63 2.72 -0.45 0.070
H 3.06 2.82 -2.15 0.069
H 3.32 4.21 -1.07 0.084
H 5.79 1.55 4.05 0.105
H 6.38 3.07 4.71 0.117
H 7.73 1.70 2.33 0.078
H 8.22 1.43 4.02 0.077
H 8.35 3.04 3.29 0.076
H 3.33 3.37 4.06 0.117
H 1.93 4.06 3.26 0.120
H 4.64 5.47 3.39 0.073
H 3.26 5.81 4.46 0.082
H 3.15 6.12 2.72 0.082
```

---

# 5
Molecular formula: C5H14
Method: DFT, ωB97M-V/def2-TZVPD

Computed properties:
HOMO (eV): -11.161
LUMO energy (eV): 1.1
Energy relative to the best compared isomer or geometry (same formula, charge and spin) (eV): 0.660
SMILES: CCC.CC
Multiplicity: 1
Charge: 0
HOMO-LUMO gap (eV): 12.25

```
19
Properties=species:S:1:pos:R:3:lowdin_charge:R:1
C -1.55 1.24 1.68 -0.171
C -2.44 0.11 2.13 -0.180
H -0.79 0.93 0.97 0.042
H -2.10 2.03 1.15 0.062
H -1.08 1.78 2.50 0.064
H -2.79 -0.65 1.41 0.064
H -1.87 -0.59 2.76 0.064
H -3.30 0.43 2.69 0.053
C 1.64 -0.91 -1.79 -0.321
C 0.26 -0.31 -1.93 -0.133
C 2.51 -0.37 -0.68 -0.139
H 1.58 -1.98 -1.56 0.098
H 2.08 -0.86 -2.80 0.103
H -0.33 -0.43 -2.82 0.062
H 2.41 -0.97 0.23 0.066
H 3.59 -0.27 -0.72 0.065
H 2.30 0.65 -0.30 0.070
H -0.43 -0.59 -1.12 0.064
H 0.33 0.78 -1.79 0.067
```

---

# 6
Molecular formula: C55H125N19O7P4
Method: DFT, ωB97M-V/def2-TZVPD

Computed properties:
HOMO (eV): -8.059
LUMO energy (eV): -0.2
SMILES: CN(C)P(=O)(N(C)C)N(C)C.CN(C)P(=O)(N(C)C)N(C)C.CN(C)P(=O)(N(C)C)N(C)C.CN(C)P(=O)(N(C)C)N(C)C.O=C1OCCO1.CCCC#N.CCCC#N.CCCC#N.CCCC#N.CCCC#N.CCCC#N.CCCC#N
Multiplicity: 1
Charge: 0
HOMO-LUMO gap (eV): 7.81

```
210
Properties=species:S:1:pos:R:3:lowdin_charge:R:1
C 0.67 4.29 3.57 -0.081
C -0.44 4.37 2.49 -0.081
O -0.50 3.03 2.01 0.038
C 0.53 2.33 2.46 -0.589
O 0.81 1.23 2.08 0.143
O 1.30 3.04 3.28 0.040
H 0.33 4.18 4.60 0.134
H 1.32 5.16 3.53 0.123
H -0.12 5.06 1.70 0.129
H -1.40 4.67 2.89 0.129
C -0.06 -5.31 -3.49 -0.097
C -0.32 -5.29 -1.97 -0.226
C 0.97 -5.51 -1.10 -0.175
C 1.87 -6.52 -1.65 -0.243
N 2.53 -7.33 -2.14 0.158
H -0.98 -5.17 -4.05 0.048
H 0.30 -6.30 -3.77 0.072
H 0.64 -4.52 -3.77 0.065
H -0.94 -6.15 -1.70 0.105
H -0.79 -4.35 -1.70 0.072
H 0.66 -5.82 -0.10 0.111
H 1.49 -4.56 -1.02 0.080
C -2.47 2.09 -4.28 -0.091
C -2.20 2.96 -3.05 -0.283
C -2.64 4.40 -3.17 -0.195
C -2.14 5.10 -4.40 -0.222
N -1.86 5.68 -5.35 0.137
H -3.45 2.14 -4.77 0.080
H -2.36 1.05 -3.97 0.046
H -1.81 2.27 -5.13 0.080
H -1.14 2.95 -2.82 0.106
H -2.64 2.64 -2.10 0.041
H -2.43 5.09 -2.35 0.123
H -3.71 4.49 -3.43 0.098
C 3.20 -0.41 -6.51 -0.109
C 3.38 -0.72 -5.02 -0.250
C 3.42 0.60 -4.23 -0.190
C 2.22 1.44 -4.31 -0.225
N 1.29 2.11 -4.31 0.162
H 3.57 -1.24 -7.12 0.072
H 3.81 0.44 -6.83 0.074
H 2.16 -0.21 -6.76 0.064
H 4.30 -1.29 -4.87 0.096
H 2.63 -1.38 -4.59 0.082
H 4.20 1.21 -4.71 0.113
H 3.69 0.47 -3.18 0.101
C -4.86 -1.88 -4.15 -0.105
C -5.76 -1.94 -2.89 -0.200
C -5.01 -1.37 -1.67 -0.172
C -3.82 -2.12 -1.23 -0.193
N -2.91 -2.76 -0.95 0.192
H -4.00 -2.54 -4.00 0.054
H -4.48 -0.87 -4.27 0.063
H -5.34 -2.20 -5.08 0.071
H -5.96 -3.00 -2.73 0.113
H -6.67 -1.36 -3.05 0.105
H -5.71 -1.39 -0.83 0.110
H -4.73 -0.32 -1.81 0.091
C -3.34 -1.14 -6.59 -0.104
C -3.41 -2.69 -6.61 -0.248
C -2.35 -3.34 -5.73 -0.188
C -1.02 -2.73 -5.78 -0.221
N 0.00 -2.21 -5.86 0.189
H -2.36 -0.84 -6.97 0.074
H -3.30 -0.73 -5.58 0.031
H -4.14 -0.63 -7.12 0.084
H -3.35 -3.00 -7.65 0.113
H -4.40 -3.05 -6.34 0.085
H -2.28 -4.38 -6.02 0.122
H -2.62 -3.30 -4.67 0.089
C 4.30 -4.61 -3.90 -0.111
C 5.43 -4.84 -2.92 -0.260
C 6.83 -4.85 -3.52 -0.194
C 7.13 -5.95 -4.47 -0.234
N 7.36 -6.76 -5.25 0.130
H 4.10 -5.44 -4.58 0.078
H 4.51 -3.76 -4.55 0.060
H 3.37 -4.42 -3.36 0.036
H 5.27 -5.79 -2.39 0.104
H 5.40 -4.08 -2.14 0.103
H 7.58 -4.90 -2.74 0.113
H 7.08 -3.99 -4.15 0.116
C -0.50 -0.78 -2.65 -0.096
C -0.45 -0.61 -1.14 -0.240
C 0.94 -0.54 -0.50 -0.161
C 1.88 -1.48 -1.10 -0.210
N 2.61 -2.21 -1.60 0.180
H -0.25 0.16 -3.16 0.050
H -1.51 -1.00 -3.01 0.052
H 0.13 -1.60 -2.99 0.056
H -0.97 -1.51 -0.81 0.065
H -1.09 0.20 -0.79 0.068
H 0.88 -0.78 0.55 0.073
H 1.26 0.49 -0.69 0.111
O -6.41 0.78 0.82 -0.294
P -5.60 1.94 0.36 0.554
N -3.99 1.96 0.77 -0.279
C -3.00 1.27 -0.04 -0.109
C -3.63 2.04 2.17 -0.085
N -6.13 3.40 1.04 -0.309
C -7.55 3.58 1.31 -0.108
C -5.36 4.64 1.12 -0.130
N -5.81 2.17 -1.29 -0.295
C -4.94 3.15 -1.95 -0.127
C -7.10 1.96 -1.92 -0.110
H -3.21 1.30 -1.11 0.057
H -2.90 0.22 0.27 0.078
H -2.01 1.70 0.15 0.084
H -3.48 1.05 2.62 0.082
H -4.33 2.62 2.76 0.089
H -2.69 2.59 2.29 0.065
H -7.76 3.42 2.38 0.084
H -7.86 4.61 1.11 0.080
H -8.11 2.81 0.78 0.069
H -5.66 5.36 0.36 0.080
H -5.54 5.04 2.13 0.085
H -4.28 4.50 1.03 0.063
H -4.19 3.55 -1.26 0.069
H -4.37 2.60 -2.71 0.057
H -5.50 4.00 -2.34 0.099
H -7.65 1.18 -1.40 0.079
H -6.93 1.64 -2.95 0.081
H -7.65 2.90 -2.01 0.084
O 2.50 -2.43 6.13 -0.285
P 3.44 -1.44 5.57 0.543
N 3.16 0.14 6.09 -0.309
C 1.86 0.73 5.82 -0.110
C 3.85 0.71 7.23 -0.105
N 3.35 -1.33 3.86 -0.270
C 3.84 -0.16 3.16 -0.150
C 2.86 -2.40 3.01 -0.109
N 5.04 -1.68 5.91 -0.313
C 5.42 -2.48 7.09 -0.099
C 6.15 -1.15 5.14 -0.110
H 1.16 0.35 6.56 0.091
H 1.51 0.47 4.82 0.065
H 1.84 1.83 5.80 0.074
H 3.40 0.43 8.19 0.085
H 3.79 1.79 7.16 0.079
H 4.88 0.35 7.28 0.064
H 3.31 0.03 2.22 0.069
H 3.71 0.73 3.76 0.060
H 4.87 -0.28 2.79 0.076
H 2.28 -2.06 2.15 0.060
H 3.66 -3.06 2.65 0.083
H 2.22 -3.06 3.60 0.067
H 4.76 -3.33 7.27 0.075
H 6.42 -2.86 6.87 0.076
H 5.48 -1.91 8.02 0.074
H 6.01 -0.07 5.01 0.073
H 6.21 -1.58 4.14 0.077
H 7.11 -1.17 5.66 0.085
O -3.09 -0.80 4.91 -0.288
P -3.12 -2.15 4.30 0.511
N -1.94 -2.38 3.11 -0.300
C -0.68 -1.67 3.09 -0.105
C -1.95 -3.53 2.22 -0.128
N -4.52 -2.46 3.46 -0.308
C -4.61 -1.70 2.21 -0.106
C -5.73 -2.91 4.10 -0.107
N -2.90 -3.36 5.42 -0.304
C -1.95 -3.16 6.53 -0.088
C -3.14 -4.77 5.07 -0.119
H -0.77 -0.64 3.41 0.071
H -0.13 -1.75 2.15 0.056
H 0.03 -2.15 3.78 0.073
H -1.63 -3.22 1.23 0.050
H -2.95 -3.94 2.08 0.069
H -1.39 -4.37 2.64 0.083
H -3.60 -1.50 1.84 0.053
H -5.05 -2.41 1.50 0.080
H -5.22 -0.81 2.26 0.065
H -5.52 -3.45 5.02 0.070
H -6.37 -2.06 4.38 0.087
H -6.34 -3.50 3.41 0.084
H -2.37 -2.44 7.22 0.077
H -1.75 -4.07 7.08 0.081
H -1.03 -2.72 6.13 0.073
H -3.57 -4.84 4.07 0.061
H -3.84 -5.19 5.79 0.079
H -2.20 -5.32 5.16 0.081
O 6.81 4.45 0.16 -0.275
P 5.35 4.62 0.21 0.562
N 4.50 3.74 -0.98 -0.294
C 3.15 3.22 -0.83 -0.129
C 5.09 3.58 -2.30 -0.110
N 4.79 6.21 -0.06 -0.323
C 3.37 6.54 0.02 -0.112
C 5.54 6.95 -1.05 -0.133
N 4.67 4.25 1.71 -0.302
C 4.49 2.86 2.10 -0.120
C 4.72 5.18 2.83 -0.105
H 2.68 3.34 0.14 0.065
H 3.22 2.14 -1.03 0.072
H 2.50 3.68 -1.59 0.077
H 5.65 2.64 -2.35 0.084
H 5.81 4.38 -2.50 0.070
H 4.37 3.61 -3.11 0.079
H 3.32 7.63 0.00 0.083
H 2.87 6.14 -0.87 0.077
H 2.87 6.15 0.91 0.060
H 5.40 8.03 -0.97 0.080
H 6.60 6.76 -0.97 0.078
H 5.19 6.71 -2.06 0.079
H 5.35 2.54 2.69 0.094
H 3.63 2.77 2.76 0.058
H 4.28 2.20 1.27 0.073
H 4.63 6.22 2.49 0.071
H 5.70 5.13 3.32 0.089
H 3.94 4.93 3.55 0.073
```

---

# 7
Molecular formula: C5H11NO2
Method: DFT, ωB97M-V/def2-TZVPD

Computed properties:
HOMO (alpha / beta) (eV): -14.673 / -14.671
LUMO energy (alpha / beta) (eV): -4.1 / -9.3
Energy relative to the best compared isomer or geometry (same formula, charge and spin) (eV): 2.046
Multiplicity: 2
Charge: +1
HOMO-LUMO gap (alpha / beta) (eV): 10.57 / 5.42

```
19
Properties=species:S:1:pos:R:3:lowdin_charge:R:1
N 1.44 -0.88 -0.42 0.236
C 2.07 0.24 0.34 -0.082
C 1.07 0.57 1.49 -0.090
C -0.31 0.36 0.82 -0.066
C 0.00 -0.52 -0.44 -0.216
C -0.26 0.26 -1.73 -0.130
O -1.37 0.63 -2.10 0.107
H 1.49 -1.70 0.06 0.134
H 3.06 -0.04 0.71 0.145
H 2.18 1.02 -0.37 0.122
H 1.22 1.57 1.86 0.128
H 1.19 -0.09 2.29 0.105
H -0.74 1.29 0.51 0.118
H -1.02 -0.19 1.48 0.146
H -0.68 -1.41 -0.50 0.179
H 0.68 0.50 -2.33 0.168
H -2.77 -0.21 -0.96 -0.018
H -4.10 -0.64 -0.42 0.043
O -3.17 -0.76 -0.30 -0.027
```

---

# 8
Molecular formula: C4H11N3O
Method: DFT, ωB97M-V/def2-TZVPD

Computed properties:
HOMO (eV): -7.902
LUMO energy (eV): -2.4
Energy relative to the best compared isomer or geometry (same formula, charge and spin) (eV): 6.622
Multiplicity: 1
Charge: 0
HOMO-LUMO gap (eV): 5.49

```
19
Properties=species:S:1:pos:R:3:lowdin_charge:R:1
C -0.85 0.98 0.11 -0.325
N -2.15 1.26 0.04 0.130
C -0.53 -0.56 -0.28 -0.367
C -1.57 -1.53 0.24 -0.053
N 0.73 -0.95 0.17 0.074
C 1.90 -0.06 -0.12 -0.561
N 1.70 1.11 0.60 0.057
O 1.90 0.17 -1.53 -0.029
H -0.20 1.64 -0.46 0.089
H -0.52 1.05 1.17 0.142
H 1.97 1.13 -1.59 0.085
H -2.30 1.99 -0.69 0.068
H -0.49 -0.57 -1.37 0.151
H -1.68 -1.46 1.33 0.089
H -1.29 -2.55 0.00 0.083
H -2.55 -1.27 -0.18 0.075
H 0.69 -0.98 1.19 0.133
H 2.78 -0.65 0.11 0.131
H 2.46 1.26 1.26 0.031
```

---

The evaluated electronic energy for the records listed, in turn: -12890.5413; -19574.9064; -29904.2243; -108511.2300; -5411.3893; -138865.4232; -10938.4306; -10838.5889 eV.